# 1
Molecular formula: C2H3ClO6S3
Method: DFT, ωB97M-V/def2-TZVPD

The HOMO energy is -9.359 eV. The value obtained for the LUMO energy is -1.4987 eV. Its spin multiplicity is 1. Its maximum force is 0.0644 Eh/bohr. Its total energy is -59428.6553 eV.

Positions of all 15 atoms, in Å:
C: -2.578 -0.580 -0.803
C: 2.472 -0.111 0.281
O: -3.007 0.184 1.896
O: -2.048 1.844 0.320
O: 0.280 0.548 -1.283
O: 1.837 2.351 -0.278
O: -0.772 -0.258 0.802
O: 0.103 -1.746 -0.962
S: -2.260 0.499 0.696
S: 1.949 1.124 -0.973
S: -0.647 -0.573 -0.800
Cl: -2.662 -2.254 -0.404
H: 2.047 -1.043 -0.190
H: 3.476 -0.113 0.645
H: 1.810 0.128 1.054

---

# 2
Molecular formula: C43H97BBrNO20S2
Method: DFT, ωB97M-V/def2-TZVPD

The HOMO energy is -8.351 eV. The value obtained for the LUMO energy is -0.8920 eV. Its spin multiplicity is 1. Its maximum force is 0.0956 Eh/bohr. Its total energy is -180989.9879 eV.

Positions of all 165 atoms, in Å:
C: 5.010 -1.202 -2.973
C: 5.354 -1.342 -1.459
C: 6.592 -2.248 -1.093
N: 4.758 -0.765 -0.470
C: 3.390 -0.425 -0.734
C: 3.064 1.023 -0.891
C: 4.111 2.166 -0.777
C: 5.022 2.369 -2.044
C: 4.285 2.987 -3.288
Br: 3.522 1.651 -4.527
C: 1.678 1.424 -1.156
S: 1.180 3.168 -1.388
C: 0.577 0.434 -1.247
O: -0.740 0.794 -1.507
B: -1.441 1.162 -0.329
O: -0.925 1.954 0.696
O: -2.747 0.656 -0.149
C: 0.882 -0.970 -1.067
C: 2.296 -1.375 -0.821
C: 2.563 -2.896 -0.619
O: 3.484 -3.318 0.049
C: 1.595 -3.937 -1.256
C: 2.077 -5.382 -1.607
S: 1.161 -6.161 -2.987
O: 2.056 -7.137 -3.632
O: 0.764 -5.183 -4.006
C: 0.324 -3.523 -1.473
C: -0.183 -2.093 -1.102
O: -1.356 -1.941 -0.860
H: 5.521 -2.062 -3.495
H: 3.926 -1.294 -3.219
H: 5.476 -0.284 -3.425
H: 6.929 -2.818 -1.999
H: 7.448 -1.593 -0.787
H: 6.271 -2.909 -0.252
H: 4.803 1.869 0.067
H: 3.666 3.153 -0.473
H: 5.552 1.405 -2.238
H: 5.826 3.107 -1.755
H: 3.529 3.728 -2.936
H: 5.058 3.551 -3.878
H: 0.998 3.297 -2.755
H: -1.549 1.823 1.441
H: -3.088 0.461 -1.042
H: 1.956 -6.015 -0.681
H: 3.160 -5.427 -1.881
H: 0.092 -6.889 -2.492
H: -0.447 -4.183 -1.947
C: 11.469 -0.660 -0.582
C: 10.195 -0.900 -1.369
O: 9.739 -2.237 -1.185
H: 12.249 -1.356 -0.898
H: 11.829 0.361 -0.723
H: 11.302 -0.829 0.485
H: 10.370 -0.752 -2.435
H: 9.405 -0.211 -1.049
H: 9.576 -2.362 -0.242
C: -1.131 4.134 -6.538
C: -0.327 4.463 -5.295
O: 0.147 3.268 -4.679
H: -1.979 3.494 -6.287
H: -1.504 5.043 -7.014
H: -0.519 3.586 -7.260
H: -0.946 4.991 -4.569
H: 0.531 5.096 -5.543
H: 0.702 2.808 -5.320
C: 7.869 -4.696 -5.955
C: 6.610 -3.919 -6.291
O: 6.757 -2.549 -5.926
H: 8.087 -4.626 -4.887
H: 7.763 -5.748 -6.226
H: 8.731 -4.282 -6.485
H: 5.756 -4.320 -5.744
H: 6.392 -3.976 -7.362
H: 7.507 -2.195 -6.418
C: -3.882 -0.697 4.168
C: -4.707 0.431 3.584
O: -4.124 0.887 2.366
H: -2.857 -0.365 4.356
H: -4.315 -1.052 5.105
H: -3.824 -1.535 3.468
H: -4.745 1.275 4.276
H: -5.731 0.103 3.384
H: -4.101 0.140 1.756
C: -3.211 -6.258 -0.060
C: -3.792 -5.616 -1.304
O: -4.219 -4.287 -1.028
H: -3.951 -6.276 0.742
H: -2.887 -7.277 -0.262
H: -2.355 -5.682 0.308
H: -4.657 -6.179 -1.654
H: -3.048 -5.586 -2.110
H: -3.446 -3.791 -0.728
C: -2.560 3.227 5.450
C: -3.388 4.354 4.866
O: -2.807 4.810 3.646
H: -1.536 3.559 5.636
H: -2.991 2.871 6.389
H: -2.501 2.388 4.751
H: -3.426 5.198 5.557
H: -4.413 4.025 4.667
H: -2.786 4.061 3.038
C: -5.042 -9.373 -3.658
C: -3.895 -8.635 -2.996
O: -4.004 -8.715 -1.575
H: -6.000 -8.952 -3.343
H: -4.971 -9.311 -4.745
H: -5.044 -10.426 -3.365
H: -3.909 -7.581 -3.273
H: -2.933 -9.059 -3.299
H: -3.982 -9.649 -1.335
C: -4.193 8.403 5.457
C: -4.282 8.915 4.033
O: -3.197 8.416 3.263
H: -3.250 8.709 5.916
H: -5.018 8.784 6.062
H: -4.218 7.311 5.477
H: -4.234 10.004 4.014
H: -5.221 8.602 3.564
H: -3.251 7.450 3.276
C: -6.482 -4.112 5.401
C: -7.300 -2.982 4.810
O: -6.715 -2.530 3.592
H: -5.457 -3.784 5.591
H: -6.920 -4.462 6.338
H: -6.426 -4.948 4.708
H: -7.338 -2.136 5.497
H: -8.325 -3.309 4.608
H: -6.692 -3.278 2.984
C: 2.055 8.062 -1.072
C: 2.182 6.588 -0.736
O: 3.517 6.140 -0.969
H: 2.322 8.241 -2.116
H: 1.035 8.414 -0.904
H: 2.738 8.658 -0.461
H: 1.517 5.994 -1.362
H: 1.927 6.402 0.312
H: 4.101 6.661 -0.406
C: -1.662 -2.032 8.534
C: -2.227 -1.402 7.275
O: -2.653 -0.068 7.535
H: -2.412 -2.039 9.328
H: -1.338 -3.058 8.347
H: -0.809 -1.457 8.905
H: -3.090 -1.967 6.921
H: -1.477 -1.383 6.478
H: -1.885 0.429 7.838
C: -9.159 -6.731 1.914
C: -8.016 -5.994 2.584
O: -8.147 -6.053 4.003
H: -10.117 -6.299 2.208
H: -9.070 -6.685 0.827
H: -9.174 -7.781 2.220
H: -8.018 -4.943 2.292
H: -7.052 -6.430 2.301
H: -8.136 -6.984 4.257
C: 2.827 12.452 -1.515
C: 3.555 12.073 -2.790
O: 2.846 11.051 -3.484
H: 2.716 11.581 -0.865
H: 3.367 13.230 -0.972
H: 1.820 12.814 -1.738
H: 4.551 11.692 -2.562
H: 3.660 12.940 -3.451
H: 1.970 11.395 -3.692

---

# 3
Molecular formula: C5H10O
Method: DFT, ωB97M-V/def2-TZVPD

The HOMO energy is -9.469 eV. The value obtained for the LUMO energy is 1.0238 eV. Its spin multiplicity is 1. Its maximum force is 0.0145 Eh/bohr. Its total energy is -7393.1390 eV.

Positions of all 16 atoms, in Å:
C: 2.022 0.248 -0.153
C: 0.812 -0.717 0.207
C: -0.800 -0.426 -0.181
C: -2.035 -0.147 0.748
C: -0.427 0.842 -0.831
O: -0.443 1.896 -0.236
H: 1.943 1.259 0.258
H: 2.943 -0.188 0.267
H: 2.229 0.365 -1.227
H: 1.052 -1.645 -0.317
H: 0.877 -0.870 1.282
H: -1.082 -1.227 -0.878
H: -1.784 0.208 1.747
H: -2.609 0.675 0.289
H: -2.750 -0.978 0.841
H: 0.053 0.706 -1.816

---

# 4
Molecular formula: C12H21Br2CoN2O6P2
Method: DFT, ωB97M-V/def2-TZVPD

The HOMO energy (alpha / beta) is -4.869 / -5.551 eV. The value obtained for the LUMO energy (alpha / beta) is 2.7232 / 2.7209 eV. The expectation value of S² is 0.791. Its spin multiplicity is 2. Its maximum force is 0.0151 Eh/bohr. As for the net charge: -1. Its total energy is -224342.2069 eV.

Positions of all 46 atoms, in Å:
Co: 0.570 -0.172 0.356
C: -0.036 -3.645 -0.934
P: 1.208 -2.379 -0.469
C: 2.496 -3.372 0.349
C: 1.972 -2.000 -2.090
C: 1.010 -1.122 -2.887
P: 0.280 0.265 -1.887
C: 1.033 1.746 -2.617
C: -1.401 0.305 -2.588
H: 0.369 -4.380 -1.634
H: -0.909 -3.157 -1.368
H: -0.371 -4.160 -0.032
H: 3.353 -2.722 0.528
H: 2.127 -3.720 1.314
H: 2.794 -4.227 -0.262
H: 2.222 -2.918 -2.630
H: 2.892 -1.456 -1.871
H: 0.166 -1.722 -3.240
H: 1.490 -0.698 -3.772
H: 0.528 2.617 -2.205
H: 0.923 1.737 -3.704
H: 2.084 1.781 -2.335
H: -1.341 0.204 -3.674
H: -1.882 1.244 -2.326
H: -1.988 -0.516 -2.175
Br: 0.830 3.972 0.400
C: 0.009 3.050 1.839
C: -0.730 3.799 2.741
C: -1.261 3.137 3.833
C: -0.990 1.791 4.000
C: -0.242 1.144 3.031
N: 0.215 1.756 1.934
C: 0.101 -0.326 3.197
O: -0.093 -0.844 4.289
O: 0.569 -0.911 2.159
H: -0.885 4.854 2.575
H: -1.867 3.675 4.551
H: -1.333 1.222 4.851
O: -3.712 2.949 -0.148
N: -2.965 2.003 0.089
O: -3.419 0.933 0.586
O: -1.742 2.054 -0.169
O: -1.503 -0.877 0.396
H: -2.149 -0.120 0.503
H: -1.377 -1.251 1.278
Br: 2.957 0.463 0.219

---

# 5
Molecular formula: C5H14NO2
Method: DFT, ωB97M-V/def2-TZVPD

The HOMO energy (alpha / beta) is -19.090 / -19.090 eV. The value obtained for the LUMO energy (alpha / beta) is -7.2948 / -14.3728 eV. The expectation value of S² is 0.755. Its spin multiplicity is 2. Its maximum force is 0.0465 Eh/bohr. As for the net charge: +2. Its total energy is -10975.9855 eV.

Positions of all 22 atoms, in Å:
O: 0.041 1.339 2.389
C: -0.852 1.367 1.362
C: -0.493 0.283 0.312
N: 0.521 0.541 -0.788
C: 0.273 -0.734 -1.735
C: -1.133 -1.258 -1.357
C: -1.670 -0.145 -0.513
H: -0.284 1.799 3.204
H: -1.864 1.031 1.715
H: -1.087 2.369 0.918
H: -0.081 -0.545 0.893
H: 0.311 1.323 -1.405
H: 1.457 0.496 -0.370
H: 1.124 -1.391 -1.586
H: 0.255 -0.440 -2.790
H: -1.107 -2.201 -0.860
H: -1.794 -1.440 -2.217
H: -1.989 0.780 -1.056
H: -2.516 -0.429 0.121
H: 3.340 -1.215 0.747
H: 2.440 -1.938 -0.480
O: 2.610 -1.197 0.111

---

# 6
Molecular formula: C4H9O4
Method: DFT, ωB97M-V/def2-TZVPD

The HOMO energy is -5.120 eV. The value obtained for the LUMO energy is 3.8747 eV. Its spin multiplicity is 1. Its maximum force is 0.0253 Eh/bohr. As for the net charge: -1. Its total energy is -12486.4077 eV.

Positions of all 17 atoms, in Å:
O: 0.758 0.711 0.890
C: -0.362 0.128 0.903
O: -1.287 0.309 1.721
C: -0.674 -0.952 -0.192
C: 0.447 -1.400 -1.156
C: -0.099 -1.703 -2.538
O: 1.437 -0.381 -1.321
H: -1.062 -1.774 0.395
H: -1.511 -0.570 -0.785
H: 0.960 -2.253 -0.691
H: -0.698 -0.879 -2.867
H: -0.732 -2.585 -2.476
H: 0.720 -1.809 -3.248
H: 1.405 0.149 -0.509
H: -0.827 2.445 2.140
H: 0.544 2.534 1.627
O: -0.182 3.119 1.897

---

# 7
Molecular formula: C19H19N3O8S
Method: DFT, ωB97M-V/def2-TZVPD

The HOMO energy is -8.700 eV. The value obtained for the LUMO energy is -0.6818 eV. Its spin multiplicity is 1. Its maximum force is 0.0257 Eh/bohr. Its total energy is -51695.0903 eV.

Positions of all 50 atoms, in Å:
O: 3.955 3.402 0.448
C: 2.917 2.891 0.119
O: 2.059 2.362 1.004
C: 2.446 2.758 -1.285
C: 1.160 2.301 -1.544
C: 0.706 2.161 -2.850
N: -0.564 1.658 -3.084
S: -1.871 1.905 -2.034
O: -3.011 1.549 -2.822
O: -1.796 3.203 -1.444
C: -1.590 0.665 -0.787
C: -1.621 -0.679 -1.142
C: -1.374 -1.647 -0.202
C: -1.064 -1.318 1.140
N: -0.965 -2.273 2.088
C: -1.356 -2.074 3.465
C: -2.437 -3.092 3.846
C: -1.982 -4.522 3.581
C: -1.576 -4.654 2.117
C: -0.500 -3.615 1.813
C: -0.931 0.066 1.436
N: -0.265 0.537 2.612
O: 0.548 -0.205 3.137
O: -0.487 1.671 2.982
C: -1.254 1.037 0.491
C: 1.558 2.490 -3.902
C: 2.846 2.950 -3.641
C: 3.765 3.309 -4.748
O: 4.900 3.683 -4.603
O: 3.210 3.175 -5.964
C: 3.297 3.089 -2.332
H: 2.384 2.494 1.910
H: 0.512 2.064 -0.722
H: -0.856 1.622 -4.049
H: -1.877 -0.939 -2.157
H: -1.458 -2.684 -0.484
H: -1.775 -1.076 3.594
H: -0.483 -2.170 4.121
H: -2.684 -2.959 4.900
H: -3.335 -2.885 3.259
H: -2.785 -5.220 3.819
H: -1.128 -4.760 4.219
H: -1.188 -5.653 1.913
H: -2.443 -4.485 1.476
H: -0.154 -3.685 0.783
H: 0.362 -3.798 2.468
H: -1.192 2.082 0.760
H: 1.225 2.390 -4.923
H: 3.854 3.431 -6.644
H: 4.295 3.448 -2.136

---

# 8
Molecular formula: C3H15N2O3
Method: DFT, ωB97M-V/def2-TZVPD

The HOMO energy (alpha / beta) is -16.801 / -16.801 eV. The value obtained for the LUMO energy (alpha / beta) is -7.4443 / -13.0805 eV. The expectation value of S² is 0.754. Its spin multiplicity is 2. Its maximum force is 0.0420 Eh/bohr. As for the net charge: +2. Its total energy is -12457.4296 eV.

Positions of all 23 atoms, in Å:
N: -0.542 1.222 0.695
C: 0.493 0.472 1.479
C: -0.078 0.291 2.891
O: -0.437 1.541 3.394
C: 0.651 -0.940 0.863
N: 1.031 -0.911 -0.556
H: -1.458 0.782 0.791
H: -0.249 1.367 -0.295
H: -0.612 2.157 1.109
H: 1.447 0.981 1.495
H: 0.583 -0.284 3.537
H: -0.968 -0.275 2.854
H: 0.233 1.982 3.933
H: 1.447 -1.526 1.340
H: -0.295 -1.472 0.847
H: 1.926 -0.471 -0.783
H: 0.850 -1.759 -1.108
H: -0.743 -2.371 -5.740
H: 0.445 -1.542 -5.407
O: -0.358 -1.877 -5.002
H: -0.605 1.128 -2.669
H: -1.556 0.312 -1.755
O: -1.205 1.192 -1.914

---

- Which of these has the highest maximum force?
  C43H97BBrNO20S2

---

Repeat the first record exactly.
Molecular formula: C2H3ClO6S3
Method: DFT, ωB97M-V/def2-TZVPD

The HOMO energy is -9.359 eV. The value obtained for the LUMO energy is -1.4987 eV. Its spin multiplicity is 1. Its maximum force is 0.0644 Eh/bohr. Its total energy is -59428.6553 eV.

Positions of all 15 atoms, in Å:
C: -2.578 -0.580 -0.803
C: 2.472 -0.111 0.281
O: -3.007 0.184 1.896
O: -2.048 1.844 0.320
O: 0.280 0.548 -1.283
O: 1.837 2.351 -0.278
O: -0.772 -0.258 0.802
O: 0.103 -1.746 -0.962
S: -2.260 0.499 0.696
S: 1.949 1.124 -0.973
S: -0.647 -0.573 -0.800
Cl: -2.662 -2.254 -0.404
H: 2.047 -1.043 -0.190
H: 3.476 -0.113 0.645
H: 1.810 0.128 1.054

---

- What is the maximum force in the third record?
  0.0145 Eh/bohr

---

- What is the maximum force in the first record?
  0.0644 Eh/bohr